[1]
25
Properties=species:S:1:pos:R:3:forces:R:3 method="wB97M-V/def2-TZVPD" e_homo_ev=-7.009 orbital_gap_ev=10.06 multiplicity=1 charge=-1 e_above_lowest_kj_mol=2.28
N 0.770098 0.099948 -0.349410 0.27 0.69 -0.62
O 1.621823 0.909175 -0.800394 -0.55 -0.49 0.35
O -0.444356 0.358495 -0.469295 0.15 -0.22 0.29
O 1.155384 -0.963058 0.181968 -0.02 0.40 -0.22
O 1.190895 -3.738414 0.061585 -0.02 0.27 -0.06
H 1.045939 -2.770248 0.089822 0.01 -0.60 -0.03
H 2.085840 -3.833723 -0.278996 -0.04 0.09 0.01
O 0.664200 -1.268538 2.993880 0.03 0.25 -0.12
H -0.222223 -0.877261 2.919896 0.20 -0.28 -0.01
H 1.004606 -1.229324 2.083494 -0.17 -0.03 0.38
O 3.737138 -1.109340 -1.443088 0.02 -0.24 -0.10
H 2.905410 -0.921141 -0.979700 0.19 0.09 0.10
H 3.730419 -0.506388 -2.190916 -0.06 0.07 0.08
O 1.110984 3.684766 0.246851 0.04 -0.04 -0.06
H 1.414768 2.838129 -0.121471 -0.12 0.02 0.04
H 0.211097 3.504566 0.536417 0.04 -0.07 -0.05
O -3.617776 0.138104 -0.466100 0.05 -0.03 0.19
H -2.711506 0.461517 -0.566382 -0.08 -0.02 -0.17
H -4.143796 0.743046 -0.996921 0.14 0.03 -0.02
O -1.827683 2.097658 -2.168667 0.21 0.00 -0.08
H -1.451496 2.667443 -2.845814 -0.03 -0.01 0.06
H -1.062910 1.626793 -1.784854 -0.18 0.03 0.11
O -2.062417 -0.661522 2.332934 -0.21 0.09 -0.12
H -2.971931 -0.658464 2.644762 0.04 0.02 -0.06
H -2.132512 -0.592231 1.370394 0.09 -0.01 0.12

=====

[2]
77
Properties=species:S:1:pos:R:3:forces:R:3 method="wB97M-V/def2-TZVPD" e_homo_ev=-3.021 orbital_gap_ev=5.63 multiplicity=1 charge=-1 e_above_lowest_kj_mol=167.38
Pd 1.037351 0.126411 0.532414 0.94 0.20 1.03
O -0.331085 1.867645 1.581927 -0.15 -0.32 -0.24
C 0.122678 2.949477 2.043623 -0.06 0.42 0.08
C -0.389289 3.482130 3.275086 -0.03 -0.10 0.14
C 0.047263 4.655530 3.826855 -0.02 0.02 0.10
C 1.027089 5.417559 3.194129 0.12 0.40 0.10
C 1.531951 4.969572 1.993865 0.04 0.00 0.05
C 1.115145 3.779625 1.396750 -0.20 -0.08 0.51
C 1.701409 3.416790 0.128982 0.06 -0.07 -0.44
N 1.819779 2.223589 -0.419236 -0.27 -0.01 0.45
C 2.447428 2.386379 -1.612122 0.24 0.23 -0.39
C 2.715698 3.704251 -1.820258 0.17 -0.05 -0.25
N 2.239098 4.355670 -0.712667 -0.05 0.06 0.17
H -1.154026 2.905128 3.782082 -0.01 -0.11 -0.08
H -0.362907 5.000513 4.770756 -0.05 -0.05 0.00
H 1.382603 6.337923 3.640175 0.04 0.01 -0.03
H 2.310631 5.557953 1.517431 0.04 -0.01 0.00
H 2.650858 1.543837 -2.246820 0.03 -0.09 -0.08
H 3.192932 4.225488 -2.626333 0.07 0.06 -0.13
H 2.262127 5.347207 -0.549181 -0.07 -0.13 0.00
C 3.656407 -2.473401 -4.083161 -0.19 0.06 -0.32
N 3.948863 -2.420827 -2.683734 0.03 0.14 0.74
C 5.080490 -2.878078 -2.052703 0.34 -0.08 0.30
C 5.005945 -2.491788 -0.761861 0.47 -0.25 -0.18
N 3.839552 -1.789268 -0.590162 -0.10 -0.20 -0.59
C 3.170835 -1.746750 -1.780022 -0.19 0.01 -0.40
S 1.738747 -1.032730 -2.182800 -0.54 0.24 -0.25
C 3.472161 -1.096202 0.596160 0.48 0.47 0.67
C 4.356048 -0.166396 1.128040 -0.16 -0.37 -0.35
C 3.946871 0.528346 2.267340 -0.29 -0.04 0.38
C 2.697937 0.266411 2.799490 0.62 0.25 0.07
C 1.897666 -0.742656 2.221207 -0.67 -0.09 0.43
N 2.314806 -1.466859 1.147384 0.18 -0.63 -0.37
H 4.437994 -3.033061 -4.590724 0.06 -0.07 0.02
H 3.608343 -1.458789 -4.485576 -0.03 -0.06 -0.03
H 2.684676 -2.940601 -4.251445 0.06 0.02 0.00
H 5.828041 -3.447949 -2.566290 0.12 -0.10 -0.04
H 5.671367 -2.677906 0.055849 0.10 0.00 0.13
H 5.307408 0.024823 0.649514 -0.02 0.01 -0.05
H 4.600594 1.264011 2.716495 -0.05 0.08 0.00
H 2.339387 0.807632 3.666804 -0.04 -0.04 -0.05
H 1.039836 -1.159907 2.760713 0.32 0.11 -0.11
O -0.555618 -1.951808 0.431505 1.16 -0.33 0.45
As -2.023185 -1.503595 -0.043524 -1.54 0.05 -0.45
C -2.684851 -2.911764 -1.220410 0.06 0.16 0.12
C -2.903492 -4.161609 -0.652783 -0.01 0.14 0.36
C -3.211454 -5.250146 -1.445086 -0.06 -0.17 -0.09
C -3.255223 -5.108773 -2.824622 0.02 -0.01 -0.01
C -2.991111 -3.875848 -3.399788 -0.03 -0.09 -0.18
C -2.710606 -2.779165 -2.602361 -0.06 0.36 0.16
C -3.208521 -1.341312 1.488513 0.07 0.03 -0.33
C -2.822734 -0.342825 2.378789 0.32 0.00 -0.22
C -3.581890 -0.111099 3.510313 -0.03 0.07 0.06
C -4.710779 -0.877474 3.755342 -0.09 -0.06 0.08
C -5.077144 -1.888633 2.881407 -0.15 -0.02 0.07
C -4.331754 -2.117305 1.736859 0.08 -0.09 -0.26
C -2.224638 0.179715 -0.979494 0.17 -0.27 0.03
C -1.085740 0.931982 -1.195559 0.12 -0.21 0.05
C -1.175469 2.134456 -1.876431 -0.01 0.09 -0.07
C -2.402692 2.569407 -2.344766 0.07 0.06 0.00
C -3.548449 1.823186 -2.105450 -0.23 0.02 -0.02
C -3.466156 0.626779 -1.415230 -0.10 -0.20 0.07
H -2.808728 -4.272400 0.424150 -0.03 -0.09 -0.10
H -3.407793 -6.213689 -0.994148 0.04 -0.04 0.03
H -3.472560 -5.965106 -3.449933 -0.03 -0.01 -0.02
H -2.993482 -3.773152 -4.477169 -0.01 0.03 -0.02
H -2.502103 -1.811700 -3.045577 0.00 -0.03 -0.05
H -1.922354 0.239504 2.168409 -0.13 0.11 0.13
H -3.296675 0.673708 4.195240 0.04 0.07 0.06
H -5.314399 -0.690760 4.632515 -0.01 0.02 0.10
H -5.949934 -2.494710 3.089869 -0.03 0.00 -0.01
H -4.622977 -2.897289 1.039317 -0.02 0.09 0.07
H -0.120441 0.576445 -0.769324 -0.94 0.40 -0.95
H -0.287242 2.729161 -2.028814 0.11 0.04 -0.01
H -2.475252 3.504066 -2.887497 -0.01 0.03 0.01
H -4.507547 2.189423 -2.447559 -0.06 -0.03 -0.02
H -4.357713 0.041598 -1.204675 0.00 0.07 -0.07

=====

[3]
59
Properties=species:S:1:pos:R:3:forces:R:3 method="wB97M-V/def2-TZVPD" e_homo_ev=-11.040 orbital_gap_ev=8.50 multiplicity=1 charge=+1 smiles="COc1cc(C[NH2+]CCc2ccccc2)cc(Br)c1OCC(=O)Nc1ccccc1C"
C -5.166620 -0.835910 1.780803 -0.28 -0.13 -0.11
H -6.005922 -0.189773 2.030161 0.04 -0.09 -0.05
H -5.122533 -0.970687 0.696263 0.02 -0.01 0.04
O -4.019922 -0.165165 2.260369 0.31 0.25 0.14
C -2.819147 -0.756611 2.157441 0.37 -0.07 0.16
C -2.579484 -1.983737 1.549892 -0.17 0.12 0.09
C -1.293177 -2.506343 1.479507 0.15 0.07 0.16
C -0.236484 -1.857324 2.098624 -0.21 -0.08 -0.04
C -0.464821 -0.613983 2.661244 -0.14 0.35 0.07
C -1.716804 -0.017768 2.642283 0.12 -0.35 0.01
O -1.812735 1.285683 3.024582 -0.34 -0.29 0.21
C -2.245431 2.157018 1.979427 -0.13 0.06 -0.33
H -2.123377 3.165901 2.372986 -0.01 -0.06 -0.05
H -3.297318 1.972250 1.736774 0.22 0.09 -0.02
C -1.378032 1.880750 0.743329 -0.32 -0.07 0.43
O -1.553320 0.867795 0.079886 -0.12 0.15 -0.26
N -0.383106 2.758592 0.544857 0.35 0.58 0.04
C 0.605725 2.681495 -0.462792 0.28 -0.12 -0.30
C 0.290592 2.192393 -1.723153 -0.11 0.11 0.00
C 1.268140 2.106070 -2.697420 0.01 0.05 0.04
C 2.558938 2.514379 -2.415856 0.05 -0.03 -0.06
C 2.864525 3.017365 -1.163498 -0.09 0.02 -0.03
C 1.903092 3.113076 -0.167842 -0.14 -0.08 -0.03
C 2.249891 3.661741 1.183095 0.00 -0.03 -0.05
H 1.727078 4.601523 1.366512 0.00 0.10 0.12
H 3.315968 3.859582 1.245091 0.05 0.06 0.05
H 1.987385 2.960093 1.974243 -0.04 -0.01 0.10
H 3.871344 3.343959 -0.950991 0.12 0.05 0.05
H 3.325916 2.448973 -3.171634 0.09 -0.01 -0.08
H 1.018572 1.729967 -3.677765 -0.03 -0.04 -0.11
H -0.721835 1.887803 -1.933452 -0.07 -0.02 -0.02
H -0.240700 3.484115 1.233955 -0.19 -0.15 -0.03
Br 0.974890 0.406204 3.332126 0.09 -0.18 0.02
H 0.761515 -2.268203 2.100091 0.15 -0.05 -0.01
C -0.990688 -3.673439 0.583606 -0.33 -0.04 0.61
H -1.906500 -4.157821 0.241976 0.13 0.00 -0.09
H -0.360491 -4.410277 1.086213 0.02 0.03 -0.18
N -0.247056 -3.157287 -0.606117 0.25 -0.11 -0.10
H 0.602549 -2.647002 -0.290239 -0.13 -0.38 -0.08
C -0.974273 -2.156568 -1.433792 -0.20 0.53 -0.49
H -1.323229 -1.353861 -0.780837 0.05 -0.19 0.07
H -1.836073 -2.633446 -1.901396 0.03 -0.08 0.13
C -0.017491 -1.596926 -2.485166 0.09 0.02 0.06
C 1.325205 -1.218639 -1.903382 0.05 -0.05 -0.06
C 2.490067 -1.500961 -2.605236 -0.06 -0.02 0.02
C 3.725294 -1.148804 -2.089671 0.07 0.01 0.00
C 3.811543 -0.524254 -0.857115 0.04 -0.01 -0.02
C 2.657524 -0.239748 -0.148124 0.05 -0.07 0.03
C 1.419896 -0.582803 -0.666853 0.07 0.04 -0.08
H 0.525944 -0.298560 -0.132964 -0.16 0.03 0.10
H 2.717205 0.256306 0.807691 -0.02 0.07 0.11
H 4.773711 -0.251290 -0.454147 0.13 0.03 0.04
H 4.620120 -1.363222 -2.652742 0.10 -0.03 -0.05
H 2.429987 -1.985192 -3.569126 -0.01 -0.07 -0.11
H 0.128629 -2.318507 -3.292139 -0.03 0.03 -0.03
H -0.480188 -0.709350 -2.920244 -0.13 -0.04 -0.03
H 0.054610 -3.932632 -1.205699 0.07 0.16 0.15
H -3.392213 -2.524118 1.092802 -0.14 -0.04 -0.08
H -5.296885 -1.802819 2.273563 0.03 0.03 -0.01

=====

[4]
84
Properties=species:S:1:pos:R:3:forces:R:3 method="wB97M-V/def2-TZVPD" e_homo_ev=-3.909 orbital_gap_ev=4.97 multiplicity=1 charge=-1 e_above_lowest_kj_mol=58.86
Sr -0.363744 1.172410 1.242909 0.01 0.06 0.28
S -0.251068 1.624756 4.099523 0.07 -0.01 0.09
C -0.937124 3.228198 4.148402 0.13 -0.13 0.06
C -0.379860 4.130834 5.060387 -0.05 0.15 -0.02
C -0.814499 5.444852 5.182426 -0.06 -0.08 -0.10
C -0.136286 6.326548 6.077664 0.03 0.06 0.16
N 0.436227 7.011978 6.805263 0.04 0.03 -0.04
C -1.894284 5.879130 4.396167 0.04 -0.15 -0.01
C -2.468355 4.990380 3.496935 0.04 0.10 0.11
C -1.995479 3.687275 3.308882 -0.09 -0.03 -0.17
S -2.691271 2.769715 1.999007 -0.12 -0.05 0.04
C -2.372738 7.222853 4.466330 -0.06 0.14 0.01
N -2.762513 8.306159 4.495090 0.01 0.01 0.01
H 0.439417 3.786566 5.677411 0.01 0.01 0.01
H -3.285342 5.328610 2.873226 -0.01 0.00 0.00
N 3.999191 2.955299 2.178485 -0.01 -0.07 -0.02
C 4.565085 1.706337 2.045336 0.00 0.03 0.02
C 3.578078 0.916827 1.541392 0.06 -0.04 0.06
N 2.430017 1.640786 1.362897 0.04 0.01 -0.04
C 2.713298 2.860733 1.756637 0.03 -0.01 0.05
C 1.744051 3.938517 1.724682 -0.03 -0.09 0.11
N 0.555521 3.767621 1.204720 -0.02 0.21 -0.33
C -0.094990 4.966777 1.342236 0.01 -0.08 0.02
C 0.713497 5.862805 1.969337 0.03 0.06 0.05
N 1.895943 5.196304 2.209657 -0.06 0.00 -0.07
H 4.456135 3.769963 2.545287 -0.01 0.01 0.00
H 5.582074 1.507543 2.328944 0.02 -0.02 0.00
H 3.615629 -0.137124 1.327329 0.00 -0.02 -0.01
H -1.117941 5.066533 1.024644 -0.02 0.06 -0.01
H 0.553603 6.873553 2.298615 -0.01 0.02 0.00
H 2.664260 5.561847 2.742198 -0.01 -0.02 0.03
C 0.016121 -5.703013 -4.039573 0.02 -0.11 -0.03
C -0.164710 -4.241855 -3.675628 -0.02 0.18 0.15
S -0.570257 -3.288192 -5.126366 0.01 -0.03 -0.03
O 0.574925 -3.293903 -6.005895 0.03 0.02 0.01
O -1.845565 -3.745335 -5.611995 -0.01 -0.01 0.01
C -0.787396 -1.631221 -4.513286 -0.13 0.04 -0.05
C 0.521210 -0.874504 -4.332741 0.14 0.06 0.01
N 0.343518 0.234277 -3.398330 0.19 -0.08 0.33
C 0.572123 0.160623 -2.058372 -0.18 0.26 -0.39
N 0.237998 1.286375 -1.439665 0.20 -0.03 -0.37
C -0.181476 2.141091 -2.407450 -0.15 0.00 0.17
C -0.137746 1.511414 -3.616207 -0.06 -0.04 -0.01
N -0.559553 2.011707 -4.876447 -0.01 0.16 -0.08
O -0.632771 1.230858 -5.817672 0.01 0.00 0.05
O -0.827110 3.196453 -4.939289 0.01 -0.11 0.01
C 1.147796 -1.003143 -1.356493 0.02 -0.14 0.11
H 0.275983 -6.261879 -3.141927 0.00 -0.02 0.01
H 0.816108 -5.830007 -4.767637 0.00 0.01 -0.02
H -0.903230 -6.116247 -4.450771 0.00 0.01 -0.02
H 0.749670 -3.820206 -3.253112 -0.01 0.02 -0.02
H -0.978614 -4.093505 -2.962446 0.00 0.01 -0.01
H -1.345356 -1.700468 -3.578138 0.01 -0.06 0.01
H -1.422786 -1.130829 -5.244927 0.00 -0.05 -0.03
H 0.878420 -0.496095 -5.284557 -0.02 -0.01 0.03
H 1.303912 -1.505233 -3.917456 -0.05 -0.04 -0.07
H -0.520888 3.140008 -2.196390 -0.01 0.03 0.00
H 1.242134 -1.888701 -1.979025 -0.03 0.00 0.02
H 0.478984 -1.234215 -0.525013 -0.02 -0.04 0.04
H 2.131103 -0.740324 -0.963014 0.00 0.00 0.05
C -3.585891 -3.267496 0.402199 0.00 0.02 -0.08
C -3.292584 -2.644205 1.609861 -0.10 -0.03 0.06
C -2.419815 -1.561967 1.653224 0.17 0.13 0.03
C -1.763421 -1.027088 0.520503 -0.30 -0.21 -0.16
C -2.135773 -1.679802 -0.665971 0.10 0.02 -0.18
C -3.008063 -2.762676 -0.755319 -0.03 -0.07 0.09
H -4.271255 -4.106015 0.362908 -0.01 -0.01 0.00
H -3.756420 -3.000500 2.524037 0.00 -0.01 0.01
H -2.241326 -1.120883 2.633973 0.02 0.04 0.00
H -1.730807 -1.322454 -1.617495 0.05 0.06 0.01
H -3.249944 -3.199395 -1.721816 0.00 -0.01 0.01
N 1.007562 -1.162625 2.026167 0.36 -0.13 0.22
C 1.149187 -2.252877 1.692861 -0.12 0.25 -0.15
C 1.104045 -3.552298 1.086653 -0.26 -0.13 0.15
C -0.172373 -4.093006 0.901340 0.19 -0.05 -0.09
C -0.286222 -5.316959 0.263197 0.02 -0.08 -0.02
C 0.849611 -5.983540 -0.179904 -0.04 -0.01 0.00
C 2.112470 -5.435890 0.009557 0.02 0.02 0.01
C 2.247942 -4.215066 0.650350 -0.06 0.01 -0.01
H -1.045326 -3.544887 1.238771 0.06 -0.06 -0.04
H -1.268117 -5.747764 0.115696 0.00 0.02 -0.02
H 0.752796 -6.942486 -0.673965 0.00 -0.01 0.01
H 2.991145 -5.962844 -0.337933 0.01 0.00 0.00
H 3.223509 -3.775793 0.808874 0.01 0.01 0.01